No. 1
Molecular formula: C33H37N3OPdS2Sb
Method: DFT, wB97M-V/def2-TZVPD

Output
LUMO level (spin up / spin down) = 4.55 / 4.41 eV
2S+1 = 4
calculated total energy = -73018.327 eV
HOMO-LUMO gap (spin up / spin down) = 3.91 / 4.89 eV
total charge = -2

Each line ends with the Löwdin charge.
Atoms and positions in Å:
Pd  -2.7080  -21.6626  2.4582  0.462
O  -2.9023  -22.2085  4.5267  -0.239
N  -3.6630  -23.2280  4.8269  -0.221
C  -4.0030  -23.4092  6.1586  -0.041
C  -4.5199  -24.5728  6.6213  -0.120
C  -4.7985  -25.5953  5.6954  -0.114
C  -4.6091  -25.3442  4.3291  -0.131
C  -4.0185  -24.1509  3.9056  -0.700
S  -3.9534  -23.7219  2.2240  0.504
H  -3.6642  -22.5924  6.7938  0.127
H  -4.8401  -24.6560  7.6702  0.095
H  -5.2092  -26.5567  5.9489  0.076
H  -5.0402  -25.9848  3.5396  0.093
C  1.5129  -21.3270  2.3111  -0.112
C  0.3599  -22.3151  2.2159  -0.743
C  0.4205  -23.5491  3.1572  -0.086
C  -0.0105  -22.8110  0.8123  -0.096
C  -0.7083  -21.5187  2.8207  -0.214
H  2.3671  -21.6631  1.6960  0.054
H  1.7782  -21.1685  3.3824  0.080
H  1.1772  -20.3927  1.7738  0.079
H  1.3244  -24.1367  2.9358  0.059
H  -0.5116  -24.1128  3.0287  0.068
H  0.4594  -23.1969  4.1914  0.068
H  0.7579  -23.4830  0.3831  0.061
H  -0.2045  -21.9629  0.1325  0.065
H  -0.9605  -23.4126  0.7965  0.061
H  -0.3847  -20.8988  3.7024  0.031
C  -0.6583  -17.4567  0.0280  -0.038
C  -1.7013  -18.5240  0.1663  -0.315
C  -2.2584  -19.4080  -0.7887  -0.035
C  -3.1379  -20.2782  -0.1104  -0.355
N  -3.0413  -19.9948  1.2319  -0.069
N  -2.1247  -18.9694  1.3789  0.038
C  -4.0815  -21.2611  -0.7620  -0.059
H  0.3024  -17.8802  0.3669  0.076
H  -0.9383  -16.5356  0.5129  0.065
H  -0.6256  -17.3016  -1.0815  0.080
H  -2.2441  -19.3039  -1.8770  0.091
H  -2.2682  -18.3654  2.2136  0.025
H  -4.9677  -20.6554  -1.0032  0.072
H  -4.2276  -22.1360  -0.0688  0.026
H  -3.6365  -21.6445  -1.6824  0.062
S  -2.8316  -17.1768  4.2914  -0.030
Sb  -4.7889  -16.0955  4.7014  1.114
C  -6.2459  -17.6119  4.0536  -0.387
C  -5.9631  -18.4913  3.0154  -0.160
C  -6.5593  -19.7640  2.9255  -0.086
C  -7.1701  -20.2680  4.0674  -0.116
C  -7.2947  -19.4485  5.1609  -0.130
C  -7.0795  -18.0741  5.0636  -0.178
C  -4.3521  -14.2582  3.5785  -0.398
C  -5.0128  -13.8075  2.4402  -0.146
C  -4.3598  -12.9951  1.4967  -0.106
C  -3.0511  -12.5668  1.8156  -0.125
C  -2.3587  -13.0211  2.9462  -0.098
C  -3.0933  -13.8210  3.8123  -0.235
C  -4.8537  -15.7498  6.8253  -0.390
C  -4.4639  -16.8549  7.6041  -0.129
C  -4.5044  -16.7067  9.0216  -0.122
C  -4.9109  -15.5354  9.5715  -0.164
C  -5.1950  -14.4056  8.8010  -0.115
C  -5.2434  -14.5260  7.3797  -0.141
H  -5.4061  -18.1687  2.1284  0.089
H  -6.4597  -20.3142  2.0328  0.077
H  -7.5968  -21.3064  4.1308  0.113
H  -7.7050  -19.9341  6.0429  0.088
H  -7.4680  -17.4288  5.8406  0.076
H  -6.0251  -14.1628  2.2537  0.083
H  -4.8886  -12.5600  0.6354  0.088
H  -2.5395  -11.7981  1.2217  0.085
H  -1.3736  -12.6553  3.2224  0.092
H  -2.6403  -14.0887  4.8057  0.091
H  -4.0680  -17.7524  7.1538  0.074
H  -4.2786  -17.5882  9.6191  0.093
H  -5.0717  -15.5055  10.6798  0.100
H  -5.5468  -13.4645  9.2445  0.085
H  -5.5159  -13.7260  6.7000  0.078

No. 2
Molecular formula: C20H50Cl2F2N22O14PS
Method: DFT, wB97M-V/def2-TZVPD

Output
LUMO level = -3.99 eV
calculated total energy = -133609.547 eV
HOMO-LUMO gap = 6.62 eV
total charge = +1

Each line ends with the Löwdin charge.
Atoms and positions in Å:
C  2.0627  2.5576  1.1794  -0.135
C  2.5201  1.6055  0.0288  -0.717
Cl  1.3027  1.3672  -1.2695  0.677
C  3.0500  0.2728  0.6195  -0.587
Cl  4.3237  0.6404  1.8248  0.788
C  1.9801  -0.6649  1.1655  -0.148
N  0.7263  -0.3263  1.3003  0.131
C  -0.2394  -1.1346  1.7431  -0.262
P  -1.9370  -0.4137  1.8192  0.262
O  -2.0613  0.5346  3.1176  -0.180
O  -3.0408  -1.5749  1.8482  -0.171
S  -2.1344  0.7050  0.2473  0.351
C  0.0207  -2.4233  2.1148  0.057
C  1.4123  -2.8627  2.0122  0.119
C  2.3574  -1.9601  1.5448  -0.139
N  3.7532  -2.2998  1.4252  0.094
C  4.3764  -2.5703  2.6892  -0.473
O  3.8601  -3.0428  3.6445  0.226
F  5.6493  -2.1898  2.7443  0.154
C  4.0231  -3.2991  0.4683  -0.459
O  5.0532  -3.8954  0.4300  0.203
F  3.0787  -3.5339  -0.4544  0.155
H  2.9269  3.1227  1.5186  0.050
H  1.2571  3.1972  0.8091  0.083
H  1.7049  1.9569  2.0365  0.077
H  3.3858  2.0933  -0.4375  0.086
H  3.5540  -0.2603  -0.2015  0.120
H  0.4533  0.6323  1.0464  0.084
H  -3.0054  0.7437  3.2240  0.096
H  -3.3988  -1.6714  0.9417  0.064
H  -0.7853  -3.0666  2.4633  0.130
H  1.6899  -3.8798  2.2902  0.137
C  7.9422  1.9337  3.4645  -0.685
O  7.0000  2.6382  3.7986  -0.006
N  8.0033  0.6012  3.7506  0.163
N  9.0177  2.4155  2.7758  0.160
H  8.7712  0.0162  3.4818  0.098
H  7.2355  0.2007  4.2568  0.101
H  9.0183  3.3907  2.5411  0.105
H  9.7935  1.8446  2.4991  0.097
C  0.3152  -6.7476  0.8859  -0.693
O  -0.0885  -5.8265  1.5850  0.004
N  0.3837  -8.0327  1.3320  0.164
N  0.7303  -6.5720  -0.4023  0.162
H  0.7118  -8.7939  0.7678  0.101
H  0.0884  -8.2128  2.2748  0.113
H  0.6977  -5.6419  -0.7777  0.102
H  1.0608  -7.3217  -0.9803  0.100
C  -5.5360  -2.6980  -1.4942  -0.677
O  -5.5777  -2.8380  -0.2693  -0.017
N  -4.7253  -1.7908  -2.0854  0.155
N  -6.2958  -3.4410  -2.3466  0.162
H  -4.6626  -1.6512  -3.0764  0.057
H  -4.1572  -1.2352  -1.4805  0.061
H  -6.9060  -4.1259  -1.9412  0.098
H  -6.2704  -3.3341  -3.3479  0.080
C  -8.9304  -3.5326  -5.1458  -0.679
O  -7.7854  -3.1362  -5.2920  0.016
N  -9.7704  -3.7566  -6.1983  0.150
N  -9.4724  -3.7852  -3.9177  0.155
H  -10.7119  -4.0813  -6.0902  0.093
H  -9.4133  -3.5833  -7.1192  0.104
H  -8.8908  -3.6300  -3.1151  0.081
H  -10.4110  -4.1103  -3.7875  0.095
C  -4.0037  -7.8592  -0.4239  -0.686
O  -5.1937  -7.9772  -0.6394  0.032
N  -3.0467  -8.3978  -1.2448  0.144
N  -3.5081  -7.1802  0.6545  0.158
H  -2.0640  -8.3053  -1.0755  0.071
H  -3.3620  -8.9056  -2.0500  0.101
H  -4.1703  -6.7672  1.2846  0.106
H  -2.5272  -7.0803  0.8374  0.065
C  -3.8677  0.8321  -4.6508  -0.648
O  -3.9290  -0.1311  -3.8913  -0.009
N  -4.5665  1.9740  -4.4467  0.165
N  -3.0853  0.8304  -5.7708  0.153
H  -4.5241  2.7677  -5.0584  0.067
H  -5.1542  2.0177  -3.6361  0.105
H  -2.5515  0.0034  -5.9613  0.100
H  -3.0268  1.6085  -6.3992  0.095
C  -5.9521  5.5525  -3.8825  -0.664
O  -5.3208  4.6567  -4.4234  0.010
N  -6.7380  6.4211  -4.5790  0.156
N  -5.9243  5.7597  -2.5342  0.154
H  -7.2597  7.1586  -4.1455  0.097
H  -6.7874  6.3043  -5.5740  0.107
H  -5.3577  5.1425  -1.9830  0.104
H  -6.4379  6.4904  -2.0802  0.096
C  2.0124  5.8426  2.9026  -0.659
O  2.6688  4.9498  2.3917  0.011
N  1.2510  6.7050  2.1666  0.156
N  1.9823  6.0572  4.2503  0.154
H  0.7080  7.4425  2.5728  0.093
H  1.2468  6.5823  1.1705  0.104
H  2.5299  5.4464  4.8279  0.106
H  1.4472  6.7879  4.6788  0.094
C  8.5925  4.2751  7.1571  -0.685
O  8.4711  4.0576  8.3503  0.020
N  9.4557  5.2193  6.6652  0.141
N  7.8839  3.6025  6.2047  0.155
H  9.5641  5.4077  5.6877  0.085
H  9.9982  5.7393  7.3290  0.100
H  7.2392  2.9032  6.5187  0.101
H  7.9745  3.7737  5.2226  0.052
C  3.2243  4.5091  -2.6017  -0.670
O  3.0903  4.3012  -1.4045  0.016
N  4.0875  5.4438  -3.0937  0.155
N  2.5209  3.8208  -3.5478  0.154
H  4.2051  5.6218  -4.0727  0.095
H  4.6243  5.9715  -2.4305  0.106
H  1.8765  3.1261  -3.2195  0.046
H  2.6205  3.9769  -4.5326  0.096

No. 3
Molecular formula: C33H26CoNOP2S4
Method: DFT, wB97M-V/def2-TZVPD

Output
LUMO level (spin up / spin down) = 2.58 / 2.57 eV
2S+1 = 2
calculated total energy = -137731.035 eV
energy relative to the best compared isomer or geometry (same formula, charge and spin) = 26.1 kJ/mol
HOMO-LUMO gap (spin up / spin down) = 5.93 / 5.90 eV
total charge = -1

Each line ends with the natural charge from an NBO analysis.
Atoms and positions in Å:
Co  0.2071  -0.2015  0.0001  0.528
C  0.5846  -3.0625  -1.3392  -0.739
P  -0.4695  -1.5855  -1.6103  1.010
C  -2.1871  -2.1644  -1.7152  -0.372
C  -3.1840  -1.1909  -1.7849  -0.185
C  -4.5211  -1.5573  -1.8169  -0.210
C  -4.8779  -2.8989  -1.7747  -0.207
C  -3.8928  -3.8712  -1.7010  -0.237
C  -2.5535  -3.5042  -1.6679  -0.133
C  -0.0638  -1.1412  -3.3462  -0.252
C  1.1750  -0.5455  -3.5890  -0.229
C  1.5690  -0.2342  -4.8821  -0.202
C  0.7236  -0.5002  -5.9509  -0.221
C  -0.5120  -1.0845  -5.7205  -0.218
C  -0.8994  -1.4102  -4.4259  -0.220
C  1.8129  -2.5648  -0.6375  0.081
C  3.0271  -3.1618  -0.3564  -0.323
C  3.7040  -2.2955  0.5392  -0.321
C  2.8671  -1.2146  0.7496  0.093
C  2.9764  -0.0251  1.6554  -0.740
P  1.4203  0.9473  1.4321  1.062
C  2.0462  2.6088  0.9906  -0.376
C  1.8952  3.0916  -0.3053  -0.112
C  2.4215  4.3274  -0.6654  -0.236
C  3.0956  5.0952  0.2708  -0.209
C  3.2431  4.6276  1.5704  -0.222
C  2.7208  3.3935  1.9253  -0.189
C  0.6870  1.2292  3.0679  -0.370
C  0.7664  0.2760  4.0766  -0.188
C  0.0625  0.4494  5.2606  -0.206
C  -0.7437  1.5641  5.4355  -0.206
C  -0.8483  2.5073  4.4229  -0.236
C  -0.1380  2.3391  3.2430  -0.133
N  1.7245  -1.3723  0.0195  -0.567
H  0.7926  -3.5815  -2.2777  0.232
H  0.0332  -3.7393  -0.6801  0.243
H  -2.9062  -0.1432  -1.7675  0.249
H  -5.2852  -0.7912  -1.8509  0.213
H  -5.9224  -3.1844  -1.7853  0.205
H  -4.1644  -4.9184  -1.6558  0.205
H  -1.7959  -4.2732  -1.5994  0.201
H  1.8363  -0.3392  -2.7539  0.229
H  2.5361  0.2217  -5.0543  0.208
H  1.0266  -0.2497  -6.9600  0.205
H  -1.1763  -1.2931  -6.5498  0.206
H  -1.8631  -1.8725  -4.2531  0.222
H  3.3728  -4.1170  -0.7218  0.202
H  4.6757  -2.4508  0.9829  0.200
H  3.8189  0.6254  1.4058  0.236
H  3.0956  -0.3163  2.7017  0.235
H  1.3470  2.5009  -1.0293  0.218
H  2.2919  4.6929  -1.6763  0.210
H  3.4983  6.0613  -0.0066  0.206
H  3.7612  5.2278  2.3078  0.207
H  2.8256  3.0367  2.9434  0.218
H  1.3495  -0.6240  3.9294  0.219
H  0.1224  -0.3047  6.0352  0.207
H  -1.3116  1.6852  6.3493  0.208
H  -1.5023  3.3621  4.5384  0.214
H  -0.2462  3.0601  2.4410  0.221
O  -5.2894  1.4380  3.6010  -0.612
C  -4.4087  1.0484  2.8692  0.177
S  -3.7039  2.0377  1.5854  0.296
C  -2.4123  0.9376  1.1282  -0.431
C  -2.2986  -0.2020  1.8425  -0.398
S  -1.0891  -1.4299  1.6403  -0.376
S  -3.4769  -0.4222  3.1329  0.317
S  -1.3701  1.4463  -0.1824  -0.310

No. 4
Molecular formula: C2H8N2
Method: DFT, wB97M-V/def2-TZVPD

Output
SMILES string = NCCN
LUMO level = 1.20 eV
calculated total energy = -5183.450 eV
energy relative to the best compared isomer or geometry (same formula, charge and spin) = 27.8 kJ/mol
HOMO-LUMO gap = 9.84 eV
total charge = 0

Each line ends with the natural charge from an NBO analysis.
Atoms and positions in Å:
N  -0.8084  1.4786  0.3341  -0.855
C  -0.9044  0.0258  0.2416  -0.222
C  0.2236  -0.5947  -0.6150  -0.222
N  1.4112  -0.8490  0.1769  -0.852
H  -1.5815  2.0105  -0.0379  0.358
H  0.0081  1.8918  -0.1047  0.355
H  -1.8349  -0.2434  -0.2342  0.184
H  -0.7581  -0.3620  1.2561  0.185
H  -0.1692  -1.5122  -1.0726  0.163
H  0.4608  0.0838  -1.4434  0.185
H  1.3436  -1.6981  0.7161  0.358
H  2.2663  -0.8471  -0.3593  0.363

Question: Which formula does entry 3 have?
Answer: C33H26CoNOP2S4